[1]
DFT (ωB97M-V/def2-TZVPD) results for C6H7BO7PtS as an isolated structure.

Geometry (Å):
1 C 1.44 -2.61 0.53
2 O 2.21 -1.91 -0.53
3 B 1.32 -0.86 -1.11
4 O 0.57 -1.19 -2.35
5 C 1.28 0.59 -0.34
6 C 0.16 1.10 0.50
7 S -1.50 0.38 0.97
8 C -2.53 0.02 -0.58
9 O -1.39 -0.87 1.90
10 O -2.32 1.47 1.76
11 C 0.68 2.56 1.05
12 O 0.22 3.11 2.18
13 O 1.71 3.04 0.10
14 C 2.41 1.79 -0.31
15 O 3.71 1.80 -0.61
16 H 1.27 -1.95 1.49
17 H 1.99 -3.62 0.82
18 H 0.39 -2.84 0.08
19 H 0.74 -2.18 -2.49
20 H -1.97 0.54 -1.47
21 H -3.58 0.54 -0.48
22 H -2.71 -1.14 -0.75
23 Pt -4.08 2.23 -0.35

For the frontier orbital gap, the calculation gives 2.707 eV. The total charge is +2. As for the HOMO energy: -0.6373 Eh. For the LUMO energy, the calculation gives -14.636 eV. As for the spin multiplicity: 1.

[2]
DFT (ωB97M-V/def2-TZVPD) results for an isolated ion of composition C6H7BrF3N2 and charge +1.

Geometry (Å):
1 C -0.38 1.66 0.01
2 C -1.67 0.99 -0.11
3 C -1.53 -0.30 -0.11
4 C 1.51 -1.30 -0.15
5 C 1.99 1.53 0.22
6 C -2.25 -1.64 0.05
7 N 0.52 -0.41 0.21
8 N 0.69 0.94 0.06
9 F -2.89 -1.77 1.18
10 F -3.20 -1.71 -0.88
11 F -1.40 -2.64 -0.22
12 Br -3.40 1.75 -0.20
13 H -0.11 2.72 -0.12
14 H 1.69 -1.99 0.81
15 H 1.09 -2.12 -0.95
16 H 2.37 -0.77 -0.59
17 H 2.42 1.89 -0.71
18 H 2.02 2.39 0.90
19 H 2.54 0.79 0.59

For the frontier orbital gap, the calculation gives 8.369 eV. The total charge is +1. As for the HOMO energy: -0.5040 Eh. For the LUMO energy, the calculation gives -5.345 eV. As for the spin multiplicity: 1.

[3]
DFT (ωB97M-V/def2-TZVPD) results for C6H7Cl in the gas phase.

Geometry (Å):
1 C 0.83 1.22 -0.58
2 C 0.73 0.58 -1.76
3 C -0.26 0.94 0.36
4 C -0.59 1.58 1.47
5 C -0.84 -0.26 -0.37
6 C -0.83 -1.56 0.25
7 Cl -2.40 0.35 -0.92
8 H 1.63 1.85 -0.39
9 H 1.02 0.48 -2.77
10 H -1.51 1.39 2.10
11 H 0.03 2.42 1.80
12 H 0.24 -1.68 0.75
13 H -1.17 -2.30 -0.50
14 H -1.50 -1.66 1.10

For the frontier orbital gap (alpha / beta), the calculation gives 8.577 / 8.580 eV. The total charge is 0. As for the HOMO energy (alpha / beta): -0.3057 / -0.3059 Eh. For the LUMO energy (alpha / beta), the calculation gives 0.258 / 0.257 eV. As for the spin multiplicity: 1.

[4]
DFT (ωB97M-V/def2-TZVPD) results for a 2-piece molecular cluster, C6H7Cl3Si overall.

Geometry (Å):
1 C 2.40 0.62 -1.74
2 C 1.43 0.38 0.57
3 C 2.49 0.62 -0.33
4 C 1.15 0.45 -2.22
5 C -0.01 0.24 -1.42
6 C 0.22 -0.05 0.01
7 Si -1.24 -0.53 1.14
8 Cl 4.00 1.07 0.40
9 Cl 0.94 0.62 -3.99
10 Cl 1.02 -2.47 0.18
11 H 3.24 0.76 -2.33
12 H 1.59 0.47 1.61
13 H -0.71 1.03 -1.65
14 H -0.61 -0.48 -1.89
15 H -2.34 -1.46 0.48
16 H -2.10 0.71 1.19
17 H -0.98 -1.42 2.29

For the frontier orbital gap (alpha / beta), the calculation gives 6.748 / 6.752 eV. The total charge is 0. As for the HOMO energy (alpha / beta): -0.3182 / -0.3183 Eh. For the LUMO energy (alpha / beta), the calculation gives -1.909 / -1.908 eV. As for the spin multiplicity: 1.

[5]
DFT (ωB97M-V/def2-TZVPD) results for C6H7Cl4NO as an isolated structure.

Geometry (Å):
1 C 0.96 0.96 2.13
2 C 0.82 1.91 0.95
3 C -0.65 -0.65 1.13
4 C -0.52 0.39 -0.62
5 C 0.72 1.24 -0.44
6 C -0.40 -0.77 -1.64
7 N 0.44 -0.27 1.90
8 O 1.39 1.15 3.22
9 Cl -2.13 -0.13 1.80
10 Cl -1.90 1.37 -0.81
11 Cl 2.23 0.23 -0.62
12 Cl 0.69 2.44 -1.74
13 H -0.10 2.54 0.99
14 H 1.86 2.47 1.05
15 H -0.72 -1.71 0.84
16 H -1.52 -1.01 -1.85
17 H 0.09 -1.68 -1.43
18 H 0.00 -0.31 -2.52
19 H 0.95 -0.89 2.57

For the frontier orbital gap (alpha / beta), the calculation gives 5.968 / 7.107 eV. The total charge is 0. As for the HOMO energy (alpha / beta): -0.2009 / -0.3743 Eh. For the LUMO energy (alpha / beta), the calculation gives 0.502 / -3.077 eV. As for the spin multiplicity: 3.

[6]
DFT (ωB97M-V/def2-TZVPD) results for C6H7ClN2O2 in the gas phase.

Geometry (Å):
1 N -0.52 -1.99 -0.50
2 C -0.05 -0.73 -0.17
3 N 1.44 -0.97 0.44
4 O 2.33 -0.26 0.11
5 O 1.53 -1.88 1.24
6 C 0.19 0.11 -1.40
7 C 0.19 1.48 -1.33
8 C 0.04 2.05 0.01
9 C -0.37 1.36 1.12
10 C -0.80 -0.13 1.03
11 Cl -2.55 -0.19 0.72
12 H 0.07 -2.64 -0.98
13 H -1.25 -2.14 0.15
14 H 0.23 -0.40 -2.37
15 H 0.41 2.16 -2.08
16 H -0.02 3.12 0.02
17 H -0.33 1.84 2.07
18 H -0.53 -0.77 1.91

For the frontier orbital gap, the calculation gives 8.849 eV. The total charge is 0. As for the HOMO energy: -0.3304 Eh. For the LUMO energy, the calculation gives -0.141 eV. As for the spin multiplicity: 1.

[7]
DFT (ωB97M-V/def2-TZVPD) results for C6H7ClNO5Pt as an isolated structure.

Geometry (Å):
1 Pt -0.83 -1.28 0.93
2 O -1.97 0.81 -0.12
3 C -0.94 1.68 -0.52
4 C 0.36 0.95 -0.68
5 C 1.40 1.57 -1.36
6 C 2.62 0.94 -1.50
7 C 2.80 -0.32 -0.96
8 C 1.76 -0.90 -0.29
9 N 0.57 -0.27 -0.15
10 H -2.74 1.30 0.17
11 H -0.78 2.48 0.21
12 H -1.17 2.15 -1.49
13 H 1.22 2.55 -1.79
14 H 3.42 1.43 -2.04
15 H 3.73 -0.86 -1.05
16 H 1.83 -1.89 0.14
17 O -4.06 -1.49 2.36
18 Cl -3.12 -2.59 2.24
19 O -2.56 -3.13 3.46
20 O -0.78 -0.34 2.41
21 O -0.76 -2.78 0.04

For the frontier orbital gap (alpha / beta), the calculation gives 7.385 / 7.998 eV. The total charge is +1. As for the HOMO energy (alpha / beta): -0.4969 / -0.5285 Eh. For the LUMO energy (alpha / beta), the calculation gives -6.136 / -6.383 eV. As for the spin multiplicity: 3.

[8]
DFT (ωB97M-V/def2-TZVPD) results for C6H7ClS in the gas phase.

Geometry (Å):
1 C 1.53 2.62 0.17
2 C 0.83 1.71 -0.17
3 C -0.05 0.61 -0.57
4 C 0.46 -0.83 -0.25
5 S 2.23 -1.18 -0.07
6 C -0.33 -0.79 1.08
7 C -1.16 0.36 0.49
8 Cl -2.69 -0.21 -0.26
9 H 2.18 3.42 0.47
10 H -0.41 0.74 -1.58
11 H 0.02 -1.53 -0.96
12 H 2.53 -1.28 -1.36
13 H 0.30 -0.44 1.92
14 H -0.85 -1.70 1.41
15 H -1.41 1.17 1.16

For the frontier orbital gap, the calculation gives 10.067 eV. The total charge is 0. As for the HOMO energy: -0.3410 Eh. For the LUMO energy, the calculation gives 0.789 eV. As for the spin multiplicity: 1.

[9]
DFT (ωB97M-V/def2-TZVPD) results for C6H7CsO6 as an isolated structure.

Geometry (Å):
1 O 3.02 -1.38 2.22
2 C 2.17 -1.09 1.33
3 O 1.73 0.19 1.51
4 O 2.19 -1.56 0.19
5 Cs 2.64 -4.46 5.19
6 C 0.47 0.76 1.27
7 C -0.68 -0.04 0.68
8 C -1.65 0.85 -0.04
9 C -1.99 0.77 -1.32
10 O -1.55 -0.26 -2.15
11 C -0.57 -0.06 -3.04
12 O -0.38 -0.85 -3.93
13 O 0.15 1.04 -2.90
14 H 0.69 1.63 0.64
15 H 0.17 1.18 2.25
16 H -1.22 -0.54 1.49
17 H -0.30 -0.81 -0.01
18 H -2.14 1.63 0.54
19 H -2.68 1.46 -1.81
20 H -0.07 1.54 -2.10

For the frontier orbital gap, the calculation gives 4.890 eV. The total charge is 0. As for the HOMO energy: -0.2421 Eh. For the LUMO energy, the calculation gives -1.697 eV. As for the spin multiplicity: 1.

[10]
DFT (ωB97M-V/def2-TZVPD) results for C6H7FNO4PS2 as an isolated structure.

Geometry (Å):
1 C 0.97 -2.84 1.33
2 C -0.38 -2.51 1.14
3 C 2.00 -1.89 1.13
4 C -0.78 -1.18 0.94
5 C 1.60 -0.64 0.93
6 C 0.26 -0.27 0.87
7 N -0.45 1.86 -0.84
8 O -1.37 1.65 1.56
9 O 1.08 2.06 1.04
10 O -1.43 4.14 0.16
11 O 0.81 4.05 -0.86
12 F -1.78 1.38 -1.02
13 P -1.49 4.17 -2.77
14 S -0.19 1.41 0.85
15 S -0.53 3.59 -0.85
16 H 1.25 -3.71 1.77
17 H -1.08 -3.29 1.39
18 H 3.03 -2.05 1.43
19 H -1.87 -1.06 0.99
20 H 2.12 0.26 0.94
21 H -2.61 3.96 -1.88
22 H -1.25 5.30 -2.16

For the frontier orbital gap, the calculation gives 9.828 eV. The total charge is 0. As for the HOMO energy: -0.3782 Eh. For the LUMO energy, the calculation gives -0.464 eV. As for the spin multiplicity: 1.

[11]
DFT (ωB97M-V/def2-TZVPD) results for C6H7FO in the gas phase.

Geometry (Å):
1 F 1.58 3.12 0.06
2 C 0.94 2.25 -0.63
3 C 0.27 1.13 -0.28
4 C -0.05 0.07 -1.20
5 C -0.55 -1.23 -0.86
6 C -0.87 -1.50 0.63
7 C -0.02 -0.38 1.43
8 O -0.18 0.99 1.05
9 H 1.05 2.36 -1.75
10 H 0.10 0.17 -2.33
11 H -0.50 -2.11 -1.56
12 H -0.61 -2.51 1.02
13 H -1.92 -1.19 0.59
14 H 1.03 -0.74 1.31
15 H -0.25 -0.42 2.52

For the frontier orbital gap, the calculation gives 9.131 eV. The total charge is 0. As for the HOMO energy: -0.3029 Eh. For the LUMO energy, the calculation gives 0.888 eV. As for the spin multiplicity: 1.

[12]
DFT (ωB97M-V/def2-TZVPD) results for C6H7FO as an isolated structure.

Geometry (Å):
1 C -0.63 -0.50 -0.77
2 C -0.64 -0.07 0.68
3 C 0.64 -1.00 0.74
4 C 0.77 -0.20 -0.71
5 C 0.86 1.22 -0.05
6 C -0.05 1.36 0.84
7 H -2.36 0.12 -0.81
8 H -0.67 -1.57 -0.87
9 H -1.65 -0.20 1.19
10 H 1.65 -0.98 1.47
11 H 0.33 -2.10 0.63
12 H 1.48 -0.49 -1.39
13 H -0.06 2.30 1.39
14 O -1.36 0.00 -1.73
15 F 1.70 2.11 -0.60

For the frontier orbital gap, the calculation gives 9.110 eV. The total charge is 0. As for the HOMO energy: -0.3364 Eh. For the LUMO energy, the calculation gives -0.042 eV. As for the spin multiplicity: 1.

[13]
DFT (ωB97M-V/def2-TZVPD) results for C6H7FOS in the gas phase.

Geometry (Å):
1 C 1.25 1.96 -1.89
2 C 0.57 1.41 -1.06
3 C 0.83 0.44 1.11
4 C -0.78 -1.56 0.68
5 C -0.17 0.62 -0.12
6 C -0.36 -0.80 -0.61
7 O 0.83 -1.73 2.76
8 F 0.75 -1.39 -1.10
9 S -0.16 -0.79 2.13
10 H 1.92 2.45 -2.53
11 H 1.69 -0.12 1.00
12 H 0.92 1.51 1.49
13 H -1.83 -1.49 0.67
14 H -0.43 -2.63 0.48
15 H -1.10 1.12 0.16
16 H -1.17 -0.81 -1.36

For the frontier orbital gap, the calculation gives 9.548 eV. The total charge is 0. As for the HOMO energy: -0.3326 Eh. For the LUMO energy, the calculation gives 0.497 eV. As for the spin multiplicity: 1.

[14]
DFT (ωB97M-V/def2-TZVPD) results for C6H7FS in the gas phase.

Geometry (Å):
1 F -0.09 2.20 0.56
2 C -0.11 1.22 -0.42
3 C -1.60 0.58 -0.45
4 C -1.46 -0.65 -0.50
5 C -0.03 -1.19 -0.21
6 C 0.32 -0.83 1.15
7 C 0.80 0.01 0.00
8 S 2.56 0.22 -0.43
9 H 0.16 1.79 -1.23
10 H -2.32 1.30 -0.76
11 H -2.31 -1.24 -0.71
12 H 0.31 -2.23 -0.78
13 H 1.24 -1.45 1.63
14 H -0.72 -0.73 1.67
15 H 3.25 1.01 0.47

For the frontier orbital gap, the calculation gives 10.112 eV. The total charge is 0. As for the HOMO energy: -0.3413 Eh. For the LUMO energy, the calculation gives 0.824 eV. As for the spin multiplicity: 1.

| no. | calculated total energy (Eh) |
| --- | --- |
| 1 | -1300.67692 |
| 2 | -3215.51860 |
| 3 | -692.82344 |
| 4 | -1902.79547 |
| 5 | -2203.38104 |
| 6 | -952.86399 |
| 7 | -1242.64223 |
| 8 | -1091.11460 |
| 9 | -704.34159 |
| 10 | -1825.93650 |
| 11 | -407.82678 |
| 12 | -407.68908 |
| 13 | -805.99115 |
| 14 | -730.74164 |